[1]
Formula: CH4Cl2Si
Source: the Open Molecules 2025 dataset
Level of theory: the ωB97M-V functional and the def2-TZVPD basis

## Properties
**Electronic energy**: -1250.3538 Ha
**HOMO-LUMO gap**: 8.01 eV
**LUMO**: -0.494 eV
**Energy above the lowest of the compared OMol25 structures with the same formula, charge and spin**: 350.22 kJ/mol
**Multiplicity**: 1

Geometry (Å):
C: -0.761915 -0.098494 -0.463662
Si: 1.010877 -0.329192 -0.831956
Cl: 2.052541 -2.110615 -0.564546
Cl: 2.207146 1.328524 -0.848730
H: -1.354385 -1.082613 -0.165701
H: -0.818600 0.808389 1.550056
H: -1.238560 0.725247 -0.935183
H: -1.097107 0.758755 2.259725

Forces on atoms 1 to 2 (eV/Å):
2.59 -3.62 -0.03
-2.71 0.04 0.79



[2]
Formula: CH4ClN2O
Source: the Open Molecules 2025 dataset
Level of theory: the ωB97M-V functional and the def2-TZVPD basis

## Properties
**Electronic energy**: -684.9924 Ha
**HOMO-LUMO gap**: 9.26 eV
**LUMO**: -6.879 eV
**Energy above the lowest of the compared OMol25 structures with the same formula, charge and spin**: 399.30 kJ/mol
**Multiplicity**: 1
**Total charge**: +1

Geometry (Å):
C: -0.512260 0.078471 0.216383
N: 1.408783 -0.554549 -0.827145
N: 0.865338 0.331393 0.106641
O: 1.641439 1.123921 0.565527
Cl: 0.516590 -1.674222 -1.759790
H: -0.837276 -1.042357 0.194709
H: -1.137936 0.500305 -0.516336
H: -0.900876 0.613920 1.151196
H: 2.452017 -0.657759 -0.944385

Forces on atoms 1 to 2 (eV/Å):
-3.63 -0.54 4.20
0.48 0.18 0.39



[3]
Formula: CH4ClN2O
Source: the Open Molecules 2025 dataset
Level of theory: the ωB97M-V functional and the def2-TZVPD basis

## Properties
**Electronic energy**: -684.9652 Ha
**HOMO-LUMO gap (spin up / spin down)**: 6.01 / 5.93 eV
**Expectation value of S²**: 2.010
**LUMO (spin up / spin down)**: -5.797 / -7.475 eV
**Energy above the lowest of the compared OMol25 structures with the same formula, charge and spin**: 135.13 kJ/mol
**Multiplicity**: 3
**Total charge**: +1

Geometry (Å):
C: 0.316608 1.030627 1.173696
N: 0.010701 2.266785 0.950963
N: 0.336529 -2.371767 -0.252214
O: -0.158092 -2.799171 -1.350124
Cl: 1.580198 0.343937 1.913393
H: -0.901705 2.477281 0.543434
H: 0.649156 2.942865 1.315563
H: 0.603397 -3.286876 0.214644
H: -0.415992 -2.136899 -1.999774

Forces on atoms 1 to 2 (eV/Å):
-0.10 0.77 -0.09
-0.09 -2.55 0.27



[4]
Formula: CH4ClNS
Source: the Open Molecules 2025 dataset
Level of theory: the ωB97M-V functional and the def2-TZVPD basis

## Properties
**Electronic energy**: -953.5883 Ha
**HOMO-LUMO gap**: 8.43 eV
**LUMO**: -1.232 eV
**Energy above the lowest of the compared OMol25 structures with the same formula, charge and spin**: 81.50 kJ/mol
**Multiplicity**: 1

Geometry (Å):
C: 0.924746 0.069320 0.041209
N: -0.256039 0.104117 -0.759762
S: -1.623356 0.918038 -0.309567
Cl: -2.309501 -0.593504 1.452034
H: 1.140894 1.151573 0.514549
H: 0.935641 -0.715251 0.918880
H: 1.740339 -0.130137 -0.728380
H: -0.552725 -0.804156 -1.128964

Forces on atoms 1 to 2 (eV/Å):
2.39 1.12 1.39
-2.56 0.07 0.15



[5]
Formula: CH4ClO2P
Source: the Open Molecules 2025 dataset
Level of theory: the ωB97M-V functional and the def2-TZVPD basis

## Properties
**Electronic energy**: -992.4593 Ha
**HOMO-LUMO gap (spin up / spin down)**: 8.07 / 8.07 eV
**LUMO (spin up / spin down)**: -0.363 / -0.362 eV
**Energy above the lowest of the compared OMol25 structures with the same formula, charge and spin**: 209.26 kJ/mol
**Multiplicity**: 1

Geometry (Å):
C: -1.396641 0.861255 -0.064390
O: 1.235379 -1.316604 0.951074
O: 0.579231 0.614500 -0.531750
P: 0.803516 -0.919290 -0.588615
Cl: -1.908358 -0.714850 -0.099773
H: -1.261530 1.324465 0.896858
H: -1.657785 1.478867 -0.907011
H: 1.517022 -0.573337 1.492668
H: 2.089169 -0.755005 -1.149060

Forces on atoms 1 to 2 (eV/Å):
2.59 -0.23 -0.81
-0.27 -0.40 0.19



[6]
Formula: CH4ClO3P
Source: the Open Molecules 2025 dataset
Level of theory: the ωB97M-V functional and the def2-TZVPD basis

## Properties
**Electronic energy**: -1067.6993 Ha
**HOMO-LUMO gap**: 10.19 eV
**LUMO**: -0.508 eV
**Energy above the lowest of the compared OMol25 structures with the same formula, charge and spin**: 174.62 kJ/mol
**Multiplicity**: 1

Geometry (Å):
C: -1.348878 -0.085845 -0.204745
O: 2.472368 -1.619875 -0.834426
O: -1.483349 -0.535091 1.150764
O: 2.247751 0.740325 -0.521006
P: 2.037687 -0.740396 0.215766
Cl: 2.248456 2.311104 0.092300
H: -1.528208 -0.997620 -0.875484
H: -0.320279 0.337007 -0.386172
H: -2.097579 0.786581 -0.279802
H: -2.227966 -0.196186 1.642808

Forces on atoms 1 to 2 (eV/Å):
-1.25 0.60 0.42
0.27 -1.27 -0.96



[7]
Formula: CH4ClOP
Source: the Open Molecules 2025 dataset
Level of theory: the ωB97M-V functional and the def2-TZVPD basis

## Properties
**Electronic energy**: -917.2568 Ha
**HOMO-LUMO gap**: 9.51 eV
**LUMO**: -0.304 eV
**Energy above the lowest of the compared OMol25 structures with the same formula, charge and spin**: 199.09 kJ/mol
**Multiplicity**: 1

Geometry (Å):
C: 2.469440 0.610585 -0.056345
O: -3.317590 -0.159003 -0.179212
P: 0.841318 0.211778 -0.401182
Cl: 0.533823 -1.767843 -0.044778
H: 3.241410 -0.152546 0.360063
H: -2.414955 0.112955 -0.302952
H: 2.778265 1.542634 -0.322408
H: -3.651394 -0.328052 -1.058143

Forces on atoms 1 to 2 (eV/Å):
-1.70 -5.18 0.93
-0.46 -0.10 0.38



[8]
Formula: CH4F2OSi
Source: the Open Molecules 2025 dataset
Level of theory: the ωB97M-V functional and the def2-TZVPD basis

## Properties
**Electronic energy**: -605.1077 Ha
**HOMO-LUMO gap**: 12.21 eV
**LUMO**: 0.868 eV
**Energy above the lowest of the compared OMol25 structures with the same formula, charge and spin**: 0.00 kJ/mol
**Multiplicity**: 1

Geometry (Å):
C: -0.332545 0.339539 -0.438160
O: 0.367976 -0.290863 0.650744
F: 2.471868 -1.087131 -0.679560
F: 0.825551 -2.787557 -0.220250
Si: 1.416222 -1.549517 0.527092
H: -0.221849 1.413306 -0.213199
H: -1.255383 -0.214495 -0.529883
H: 0.292564 0.057880 -1.411838
H: 2.229193 -1.687462 1.654896

Forces on atoms 1 to 2 (eV/Å):
3.10 -1.50 -1.56
0.63 -1.22 0.87



[9]
Formula: CH4F2Si
Source: the Open Molecules 2025 dataset
Level of theory: the ωB97M-V functional and the def2-TZVPD basis

## Properties
**Electronic energy**: -529.5597 Ha
**HOMO-LUMO gap (spin up / spin down)**: 6.87 / 7.42 eV
**Expectation value of S²**: 2.004
**LUMO (spin up / spin down)**: 0.672 / -4.558 eV
**Energy above the lowest of the compared OMol25 structures with the same formula, charge and spin**: 301.50 kJ/mol
**Multiplicity**: 3

Geometry (Å):
C: 0.586660 -0.761063 -0.292241
F: -2.464392 0.445391 -1.079348
F: 0.811109 1.831603 0.718997
Si: -0.238813 0.593571 0.592054
H: 0.043635 -0.982612 -1.271329
H: 1.656660 -0.502823 -0.545188
H: 0.739069 -1.732096 0.236362
H: -1.133929 1.108029 1.640694

Forces on atoms 1 to 2 (eV/Å):
1.07 -2.33 -0.95
-0.50 -0.11 -0.32



[10]
Formula: CH4F3KO5S
Source: the Open Molecules 2025 dataset
Level of theory: the ωB97M-V functional and the def2-TZVPD basis

## Properties
**Electronic energy**: -1714.4744 Ha
**HOMO-LUMO gap**: 8.13 eV
**LUMO**: -0.725 eV
**Energy above the lowest of the compared OMol25 structures with the same formula, charge and spin**: 0.00 kJ/mol
**Multiplicity**: 1

Geometry (Å):
K: 1.703695 -0.601585 0.928143
C: -2.631956 0.880938 -1.061138
F: -3.852897 0.535925 -0.761929
F: -2.564600 1.172226 -2.356885
F: -2.112611 1.998094 -0.352513
S: -1.529605 -0.648897 -0.786065
O: -2.100064 -1.811537 -1.548897
O: -0.250044 -0.199314 -1.183482
O: -1.485207 -0.796115 0.676091
O: 4.229152 -1.405986 -0.381891
H: 4.064723 -2.240387 -0.821178
H: 5.182082 -1.359101 -0.304709
O: 0.702637 1.277512 2.445777
H: 0.646718 2.231827 2.494662
H: -0.002025 0.966400 3.014013

Forces on atoms 1 to 2 (eV/Å):
-0.55 0.02 -0.57
2.70 -0.80 -0.03



[11]
Formula: CH4F3NP2
Source: the Open Molecules 2025 dataset
Level of theory: the ωB97M-V functional and the def2-TZVPD basis

## Properties
**Electronic energy**: -1077.6464 Ha
**HOMO-LUMO gap**: 11.07 eV
**LUMO**: 0.739 eV
**Energy above the lowest of the compared OMol25 structures with the same formula, charge and spin**: 27.34 kJ/mol
**Multiplicity**: 1

Geometry (Å):
C: -0.331039 0.701356 0.282996
N: 0.390803 -0.489111 -0.331013
F: -0.063637 -2.887983 0.541360
F: 2.801973 0.353527 -0.871847
F: 2.462924 -0.444951 1.175763
P: -0.766139 -1.897851 -0.558115
P: 2.063727 -0.961592 -0.233644
H: -0.003828 1.632730 -0.167383
H: -1.368353 0.687253 0.095854
H: -0.209439 0.843264 1.319506
H: -0.117921 -2.442487 -1.537172

Forces on atoms 1 to 2 (eV/Å):
1.83 0.07 -1.40
-1.56 -1.28 0.32



[12]
Formula: CH4F4N3P3
Source: the Open Molecules 2025 dataset
Level of theory: the ωB97M-V functional and the def2-TZVPD basis

## Properties
**Electronic energy**: -1628.2206 Ha
**HOMO-LUMO gap (spin up / spin down)**: 4.96 / 4.91 eV
**Expectation value of S²**: 2.011
**LUMO (spin up / spin down)**: 0.045 / -4.751 eV
**Energy above the lowest of the compared OMol25 structures with the same formula, charge and spin**: 156.95 kJ/mol
**Multiplicity**: 3

Geometry (Å):
C: 1.594556 -1.050588 0.086087
N: 0.475108 -2.009708 0.080711
N: -0.662441 0.345130 -0.130932
N: 1.311238 1.682141 0.888021
F: -1.725993 2.367009 -1.096569
F: -3.036668 0.734403 0.233046
F: -1.788388 -1.943040 -1.091971
F: -2.070466 -1.679967 1.213181
P: 1.072131 0.638751 -0.224050
P: -1.696014 1.594708 0.363351
P: -0.872363 -1.294060 0.096900
H: 2.086411 -1.168620 1.062739
H: 2.399980 -1.479006 -0.612237
H: 1.893613 2.553918 0.858758
H: 1.019291 0.708928 -1.727030

Forces on atoms 1 to 2 (eV/Å):
1.75 -2.47 0.32
0.14 0.61 0.30



[13]
Formula: CH4FINO3PS
Source: the Open Molecules 2025 dataset
Level of theory: the ωB97M-V functional and the def2-TZVPD basis

## Properties
**Electronic energy**: -1458.0154 Ha
**HOMO-LUMO gap**: 7.77 eV
**LUMO**: -1.299 eV
**Multiplicity**: 1

Geometry (Å):
C: -1.436097 -0.097463 -1.370707
P: -0.252497 0.914169 -0.288795
O: -1.177111 2.075050 0.520424
N: 0.349462 -0.338576 0.855746
I: 0.215839 0.235848 2.835671
S: 1.950308 -0.757175 0.397191
O: 1.812054 -1.833641 -0.614831
O: 2.644539 0.400145 -0.210477
F: 2.757236 -1.344401 1.671966
H: -1.713560 -0.999753 -0.775954
H: -0.833223 -0.453180 -2.225080
H: -2.319249 0.494769 -1.671867
H: -1.997702 1.704209 0.876715

Forces on atoms 1 to 2 (eV/Å):
0.19 -0.53 1.71
0.10 2.07 -2.12



[14]
Formula: CH4FINP
Source: the Open Molecules 2025 dataset
Level of theory: the ωB97M-V functional and the def2-TZVPD basis

## Properties
**Electronic energy**: -834.1588 Ha
**HOMO-LUMO gap**: 9.65 eV
**LUMO**: -0.249 eV
**Energy above the lowest of the compared OMol25 structures with the same formula, charge and spin**: 138.73 kJ/mol
**Multiplicity**: 1

Geometry (Å):
C: -1.886362 -0.709098 1.448296
N: -2.279478 -1.454994 0.307361
F: 0.103565 -2.216819 -0.493743
P: -1.605544 -2.288318 -0.815791
I: 3.372919 -0.204796 0.174840
H: -1.112166 -1.081203 2.057304
H: -1.768762 0.415235 1.224087
H: -2.843889 -0.582745 1.967846
H: 3.199521 -1.753114 0.440960

Forces on atoms 1 to 2 (eV/Å):
-2.65 2.95 -0.35
1.27 -1.55 -2.64



[15]
Formula: CH4FN
Source: the Open Molecules 2025 dataset
Level of theory: the ωB97M-V functional and the def2-TZVPD basis

## Properties
**Electronic energy**: -195.0137 Ha
**HOMO-LUMO gap**: 11.14 eV
**LUMO**: 1.153 eV
**Energy above the lowest of the compared OMol25 structures with the same formula, charge and spin**: 243.05 kJ/mol
**Multiplicity**: 1

Geometry (Å):
C: -0.221646 -0.697104 -0.050045
N: 0.308400 0.849846 0.517557
F: 1.310857 1.201843 -0.396216
H: -0.863162 -1.011252 0.763527
H: -0.754180 -0.547155 -0.978527
H: 0.673411 -1.287845 -0.138193
H: -0.453681 1.491668 0.281896

Forces on atoms 1 to 2 (eV/Å):
0.75 3.86 1.49
-1.19 -3.60 -0.66



[16]
Formula: CH4FN2O
Source: the Open Molecules 2025 dataset
Level of theory: the ωB97M-V functional and the def2-TZVPD basis

## Properties
**Electronic energy**: -324.9775 Ha
**HOMO-LUMO gap (spin up / spin down)**: 6.50 / 6.50 eV
**LUMO (spin up / spin down)**: 4.690 / 4.690 eV
**Energy above the lowest of the compared OMol25 structures with the same formula, charge and spin**: 331.01 kJ/mol
**Multiplicity**: 1
**Total charge**: -1

Geometry (Å):
C: 0.205127 0.332701 -0.044371
N: -1.025774 0.356075 -0.717104
N: 1.024318 -0.680027 -0.177309
O: 2.302174 -0.721104 0.070645
F: 0.741763 1.551671 0.095424
H: -0.699827 -0.032640 1.878272
H: -1.506833 1.207487 -0.446735
H: -1.595786 -0.427817 -0.418201
H: 0.554836 -1.586346 -0.240621

Forces on atoms 1 to 2 (eV/Å):
0.39 -0.33 0.14
-0.06 0.16 -0.33



[17]
Formula: CH4FN2O
Source: the Open Molecules 2025 dataset
Level of theory: the ωB97M-V functional and the def2-TZVPD basis

## Properties
**Electronic energy**: -325.0656 Ha
**HOMO-LUMO gap (spin up / spin down)**: 6.70 / 6.70 eV
**LUMO (spin up / spin down)**: 4.227 / 4.227 eV
**Energy above the lowest of the compared OMol25 structures with the same formula, charge and spin**: 99.63 kJ/mol
**Multiplicity**: 1
**Total charge**: -1

Geometry (Å):
C: -0.774152 -0.047938 -0.302488
N: -0.329239 -0.022130 0.910641
N: 0.246195 -0.167891 -1.288363
O: -0.203417 -0.102609 -2.554635
F: 1.932069 0.669013 1.939356
H: -1.803101 -0.348266 -0.653714
H: -1.012667 -0.274485 1.732550
H: 0.760739 0.266105 1.351811
H: 1.183573 0.028201 -1.135159

Forces on atoms 1 to 2 (eV/Å):
4.18 -2.01 -3.46
-1.35 -0.06 5.49



[18]
Formula: CH4FN2O
Source: the Open Molecules 2025 dataset
Level of theory: the ωB97M-V functional and the def2-TZVPD basis

## Properties
**Electronic energy**: -324.6282 Ha
**HOMO-LUMO gap**: 11.16 eV
**LUMO**: -6.569 eV
**Energy above the lowest of the compared OMol25 structures with the same formula, charge and spin**: 453.91 kJ/mol
**Multiplicity**: 1
**Total charge**: +1

Geometry (Å):
C: -0.278258 -0.158041 0.104639
N: 0.650734 -0.097221 -0.983121
N: 0.473625 -0.797122 -2.017530
O: 0.944189 -0.785271 -3.028652
F: -0.728576 -1.683912 -1.725824
H: -1.308964 -0.299933 -0.284635
H: 0.035383 -0.784484 1.050961
H: -0.346192 0.742446 0.573543
H: 1.515432 0.481936 -0.745630

Forces on atoms 1 to 2 (eV/Å):
-1.57 -2.64 1.96
1.02 1.05 2.37



[19]
Formula: CH4FN3O
Source: the Open Molecules 2025 dataset
Level of theory: the ωB97M-V functional and the def2-TZVPD basis

## Properties
**Electronic energy**: -379.7276 Ha
**HOMO-LUMO gap (spin up / spin down)**: 8.84 / 8.67 eV
**Expectation value of S²**: 2.007
**LUMO (spin up / spin down)**: 0.651 / -2.676 eV
**Multiplicity**: 3

Geometry (Å):
C: 1.965400 -0.194374 0.211825
N: 2.764537 0.455567 -0.385070
N: -1.227315 0.399075 0.387092
N: -0.571420 0.290854 -0.664828
O: 1.303179 -0.766910 0.974839
F: -3.041135 -1.393748 0.441268
H: -1.021101 -0.286647 -1.424890
H: 2.880447 1.136092 -1.113995
H: -0.602461 1.010072 0.873204
H: -2.450135 -0.649983 0.700551

Forces on atoms 1 to 2 (eV/Å):
0.21 0.77 0.52
0.73 0.20 -0.63



[20]
Formula: CH4FNO
Source: the Open Molecules 2025 dataset
Level of theory: the ωB97M-V functional and the def2-TZVPD basis

## Properties
**Electronic energy**: -270.2459 Ha
**HOMO-LUMO gap**: 10.90 eV
**LUMO**: 0.881 eV
**Energy above the lowest of the compared OMol25 structures with the same formula, charge and spin**: 280.51 kJ/mol
**Multiplicity**: 1

Geometry (Å):
C: 0.483671 -0.319682 -0.110170
N: -1.035785 0.197111 0.299336
O: 1.407350 0.655999 -0.388720
F: -1.681834 0.703653 -0.813254
H: 0.677040 -0.705944 0.988531
H: 0.367615 -1.215788 -0.752261
H: -1.556367 -0.613662 0.452042
H: 1.338310 1.298312 0.324497

Forces on atoms 1 to 2 (eV/Å):
-2.82 -0.96 4.38
4.23 1.29 -0.50